1.
{
  "formula": "C5H11N",
  "method": "ωB97M-V/def2-TZVPD",
  "total_charge": 0,
  "total_energy_ev": -6851.808,
  "e_above_lowest_kj_mol": 166.0,
  "smiles": "CC/C=C(/C)N",
  "e_homo_ev": -7.876,
  "spin_multiplicity": 1,
  "species": ["H", "H", "H", "C", "H", "H", "C", "H", "C", "H", "H", "C", "H", "N", "H", "H", "C"],
  "xyz": [[-2.77537, 0.11618, -1.14168], [-2.46941, -1.46604, -0.13860], [0.84938, 1.17079, 1.78827], [-0.14849, -0.04811, -0.37236], [2.50871, 0.69861, 1.26093], [-1.51839, 1.47976, 0.40520], [-2.58448, -0.32657, -0.09165], [-3.43867, -0.12928, 0.55681], [1.13918, -0.17354, 0.11527], [-1.18560, -0.04296, 1.51992], [1.81502, -0.27616, -1.96488], [-1.38317, 0.42042, 0.51386], [2.57824, -1.48736, -0.79258], [1.50500, 0.38174, 1.40710], [3.20031, 0.20726, -0.71443], [-0.32412, -0.04400, -1.46711], [2.23186, -0.48071, -0.88407]],
  "atomic_forces_ev_per_a": [[0.061, -0.983, 1.565], [0.135, 1.727, -0.070], [1.826, -2.062, -1.333], [0.880, 0.927, 1.454], [-1.936, -0.198, 0.894], [-0.057, 0.578, 0.625], [-0.437, 0.028, -0.848], [-0.359, -0.025, -0.318], [-2.580, 2.599, -0.943], [-0.304, 1.278, -0.565], [1.001, -0.567, 2.153], [1.979, -3.554, -1.363], [0.244, -0.740, -0.146], [0.540, 0.721, -0.603], [-2.148, -1.339, -0.427], [0.140, -0.604, 0.830], [1.017, 2.214, -0.904]],
  "lowdin_charge": [0.09, 0.09, 0.12, -0.11, 0.08, 0.09, -0.16, 0.05, -0.41, 0.11, 0.11, -0.26, 0.05, 0.02, 0.11, 0.10, -0.09]
}

2.
{
  "formula": "C5H11N",
  "method": "ωB97M-V/def2-TZVPD",
  "total_charge": 0,
  "total_energy_ev": -6852.566,
  "e_above_lowest_kj_mol": 92.9,
  "smiles": "C/C=C/NCC",
  "e_homo_ev": -7.395,
  "spin_multiplicity": 1,
  "species": ["N", "C", "H", "H", "H", "H", "H", "H", "C", "C", "C", "H", "H", "C", "H", "H", "H"],
  "xyz": [[0.21939, -0.69252, 0.20354], [-0.26951, -1.70238, -0.71456], [-1.37320, 0.63504, -0.00471], [-1.61396, 2.68978, 1.17372], [0.93126, -1.45847, -2.54389], [-0.23279, 3.71554, 0.86004], [0.51736, -3.13998, -2.12075], [-0.54404, -2.58602, -0.11600], [0.20200, 1.58024, 1.00677], [-0.55179, 2.82564, 1.40223], [-0.36504, 0.53807, 0.38724], [1.17148, -0.80766, 0.50494], [-1.22572, -1.47262, -1.18296], [0.78051, -2.15532, -1.72520], [-0.45450, 2.99001, 2.46969], [1.72252, -2.29951, -1.19072], [1.08605, 1.34016, 1.59061]],
  "atomic_forces_ev_per_a": [[-0.539, 0.050, -0.464], [0.015, -1.121, 0.632], [0.033, -0.106, -0.163], [0.040, 0.094, 0.083], [0.034, 0.125, -0.031], [0.179, 0.104, 0.121], [-0.073, 0.159, -0.143], [0.179, -0.042, -0.074], [-0.496, -0.467, 0.885], [-0.196, -0.435, -0.603], [0.210, 0.422, -0.164], [0.020, 0.082, -0.013], [0.169, 0.760, -0.067], [-0.086, -0.245, 0.298], [-0.017, 0.212, 0.166], [0.092, 0.089, -0.133], [0.436, 0.318, -0.331]],
  "lowdin_charge": [-0.05, -0.28, 0.12, 0.06, 0.07, 0.06, 0.07, 0.10, -0.19, -0.13, -0.19, 0.12, 0.11, -0.10, 0.06, 0.07, 0.09]
}

3.
{
  "formula": "C5H11N",
  "method": "ωB97M-V/def2-TZVPD",
  "total_charge": 0,
  "total_energy_ev": -6848.287,
  "e_above_lowest_kj_mol": 505.8,
  "e_homo_ev": -7.277,
  "spin_multiplicity": 1,
  "species": ["H", "H", "H", "H", "N", "H", "H", "C", "H", "C", "C", "H", "H", "H", "C", "H", "C"],
  "xyz": [[-1.56812, 1.88712, 1.60628], [1.86747, 0.87171, -0.36323], [2.58405, -0.68175, -0.75279], [-1.14018, 1.96985, -0.11632], [-0.97606, -0.64861, 0.10160], [-2.04923, -0.74977, -1.75426], [0.08587, 2.29284, 1.13750], [-0.41275, 0.22900, 0.91325], [2.31490, -0.25904, 0.93355], [-0.34074, -1.69752, -0.56534], [-0.77848, 1.67466, 0.87325], [-0.41173, 0.10973, -1.83700], [-0.01878, -0.17799, 1.84101], [-0.69194, -2.72240, -0.48576], [-1.05133, -0.62656, -1.33914], [0.91830, -1.12778, -0.35663], [1.88474, -0.18397, -0.07017]],
  "atomic_forces_ev_per_a": [[0.131, -0.007, -0.092], [-0.083, -0.149, 0.065], [-0.011, 0.053, 0.054], [0.081, -0.078, 0.132], [0.151, 0.172, 0.216], [0.146, 0.020, 0.080], [-0.081, -0.127, -0.038], [-0.229, -0.103, -0.029], [-0.110, 0.002, -0.084], [-0.035, -0.269, 0.083], [0.012, 0.012, -0.062], [-0.089, -0.145, 0.064], [0.009, 0.019, -0.126], [0.033, 0.157, -0.024], [-0.095, 0.201, -0.223], [-0.069, 0.074, -0.009], [0.240, 0.169, -0.006]],
  "lowdin_charge": [0.08, 0.00, 0.01, 0.08, -0.15, 0.10, 0.08, -0.16, 0.01, -0.14, -0.06, 0.11, 0.13, 0.10, -0.11, 0.04, -0.11]
}

4.
{
  "formula": "C5H11N",
  "method": "ωB97M-V/def2-TZVPD",
  "total_charge": 0,
  "total_energy_ev": -6849.581,
  "e_above_lowest_kj_mol": 380.9,
  "e_homo_ev": -7.244,
  "spin_multiplicity": 1,
  "species": ["C", "C", "H", "H", "H", "C", "N", "H", "H", "H", "C", "H", "H", "H", "H", "H", "C"],
  "xyz": [[1.23625, 0.24540, 0.07901], [-0.74167, -0.66788, -1.35519], [-2.25880, 1.32474, 0.41826], [2.49268, 0.82472, -1.61507], [1.01160, -1.89462, 1.06136], [-2.30687, 0.63266, 1.26231], [0.11700, -0.56962, -0.39294], [-1.43228, -1.50334, -1.35262], [3.31856, 0.62953, -0.06275], [2.80771, -0.80743, -0.96371], [0.64641, -0.91735, 0.77823], [-1.36136, 0.09103, 1.35867], [0.94045, 1.24345, 0.42287], [-2.49614, 1.19192, 2.18047], [-3.11449, -0.08312, 1.09055], [-0.80183, 0.11775, -2.09742], [2.52975, 0.21874, -0.70323]],
  "atomic_forces_ev_per_a": [[0.121, 0.257, -0.099], [0.087, -0.045, 0.043], [-0.027, -0.072, 0.126], [-0.031, -0.061, 0.132], [-0.025, 0.105, -0.015], [-0.046, 0.039, 0.018], [-0.082, -0.054, -0.022], [0.162, 0.058, -0.061], [-0.093, -0.067, -0.118], [-0.075, 0.137, -0.013], [0.037, -0.185, -0.115], [-0.220, 0.142, 0.071], [0.046, -0.171, 0.001], [-0.040, -0.068, -0.086], [0.049, 0.125, 0.043], [0.084, -0.092, 0.122], [0.054, -0.048, -0.026]],
  "lowdin_charge": [-0.29, 0.02, 0.02, 0.07, 0.09, -0.06, -0.19, 0.07, 0.08, 0.08, -0.06, -0.02, 0.13, 0.02, 0.02, 0.07, -0.06]
}